[1]
{"formula": "C48H85BCl3FN2O26S7", "method": "ωB97M-V with the def2-TZVPD basis set", "orbital_gap_ev": 7.38, "spin_multiplicity": 1, "energy_ha": -8237.22094, "fmax_ev_per_a": 9.26, "total_charge": 0, "smiles": "CCOCCOc1cc([C@@H](Cl)[C@@H](C)Cl)c(Cl)c2c1N(B(O)N(C)C)c1c(C[C@H]3CO3)c(CC(=O)O)c([C@@H](C)F)c(CC(=O)O)c1S2.CCOS(C)(=O)=O.CCOS(C)(=O)=O.CCOS(C)(=O)=O.CCOS(C)(=O)=O.CCOS(C)(=O)=O.CCOS(C)(=O)=O", "e_lumo_ev": -0.62, "species": ["C", "C", "O", "C", "C", "O", "C", "C", "C", "C", "Cl", "C", "C", "Cl", "C", "Cl", "C", "C", "N", "B", "O", "N", "C", "C", "C", "C", "C", "C", "C", "O", "C", "C", "C", "O", "O", "C", "C", "C", "F", "C", "C", "C", "O", "O", "C", "S", "H", "H", "H", "H", "H", "H", "H", "H", "H", "H", "H", "H", "H", "H", "H", "H", "H", "H", "H", "H", "H", "H", "H", "H", "H", "H", "H", "H", "H", "H", "H", "H", "H", "H", "H", "H", "H", "O", "S", "O", "O", "C", "C", "C", "H", "H", "H", "H", "H", "H", "H", "H", "O", "S", "O", "O", "C", "C", "C", "H", "H", "H", "H", "H", "H", "H", "H", "O", "S", "O", "O", "C", "C", "C", "H", "H", "H", "H", "H", "H", "H", "H", "O", "S", "O", "O", "C", "C", "C", "H", "H", "H", "H", "H", "H", "H", "H", "O", "S", "O", "O", "C", "C", "C", "H", "H", "H", "H", "H", "H", "H", "H", "O", "S", "O", "O", "C", "C", "C", "H", "H", "H", "H", "H", "H", "H", "H"], "positions_angstrom": [[-5.402, -3.938, -2.518], [-4.151, -2.906, -2.219], [-2.855, -3.580, -1.991], [-2.058, -2.866, -0.960], [-0.480, -3.310, -0.933], [0.438, -2.294, -0.366], [-0.047, -1.837, 0.954], [-0.611, -2.892, 2.113], [-1.168, -2.424, 3.599], [-1.636, -3.623, 4.618], [-0.969, -3.421, 6.370], [-3.252, -3.937, 4.573], [-4.101, -3.360, 5.850], [-3.964, -3.285, 2.983], [-1.195, -0.814, 3.901], [-1.849, -0.152, 5.503], [-0.629, 0.229, 2.753], [-0.023, -0.198, 1.286], [0.543, 0.723, 0.235], [-0.438, 1.098, -0.847], [-0.614, 0.097, -1.959], [-1.240, 2.377, -0.975], [-1.284, 2.908, -2.396], [-2.706, 1.985, -0.694], [1.317, 1.887, 0.799], [2.712, 2.453, 0.068], [3.170, 1.697, -1.315], [3.174, 2.909, -2.623], [2.151, 2.501, -3.966], [1.823, 3.663, -2.850], [3.612, 3.706, 0.713], [5.016, 4.227, -0.033], [4.712, 5.531, -1.034], [5.666, 6.269, -1.608], [3.254, 5.837, -1.207], [3.192, 4.471, 2.141], [4.073, 5.669, 2.831], [5.445, 4.960, 3.472], [4.552, 6.716, 1.900], [1.781, 3.926, 2.854], [1.190, 4.560, 4.280], [1.461, 3.596, 5.581], [1.885, 2.329, 5.341], [1.273, 4.114, 6.976], [0.917, 2.696, 2.204], [-0.653, 2.105, 3.114], [-5.223, -5.036, -2.124], [-5.709, -3.944, -3.666], [-6.334, -3.520, -1.935], [-3.986, -2.152, -3.108], [-4.436, -2.259, -1.263], [-2.528, -3.203, 0.084], [-2.250, -1.715, -1.037], [-0.158, -3.516, -2.060], [-0.440, -4.347, -0.342], [-0.588, -4.036, 1.857], [-1.109, -4.616, 4.217], [-3.400, -5.116, 4.548], [-3.745, -3.750, 6.897], [-5.215, -3.766, 5.715], [-4.203, -2.173, 5.801], [0.142, 0.301, -2.596], [-0.507, 2.426, -3.127], [-1.105, 4.068, -2.396], [-2.354, 2.748, -2.897], [-3.398, 2.951, -0.813], [-2.860, 1.576, 0.392], [-3.108, 1.232, -1.528], [2.457, 0.841, -1.670], [4.312, 1.360, -1.258], [4.259, 3.487, -2.875], [1.781, 1.433, -3.669], [2.995, 2.788, -4.720], [5.856, 4.516, 0.740], [5.450, 3.353, -0.686], [3.235, 6.361, -2.065], [3.557, 6.214, 3.730], [5.606, 5.360, 4.581], [6.399, 5.190, 2.819], [5.334, 3.787, 3.581], [0.008, 4.703, 4.199], [1.620, 5.619, 4.530], [2.232, 4.242, 7.305], [4.864, -0.936, -2.414], [5.764, -2.021, -2.098], [7.157, -2.004, -2.489], [5.096, -3.425, -2.593], [4.742, -3.561, -3.965], [5.968, -3.721, -4.845], [5.693, -2.328, -0.351], [4.129, -2.714, -4.289], [4.123, -4.459, -4.051], [6.586, -2.819, -4.832], [5.681, -3.913, -5.883], [6.593, -4.546, -4.489], [4.649, -2.381, -0.037], [6.194, -1.497, 0.150], [6.216, -3.261, -0.133], [-7.632, -0.548, 6.221], [-7.817, 0.525, 5.272], [-7.977, 0.280, 3.854], [-6.635, 1.630, 5.483], [-5.281, 1.204, 5.376], [-4.896, 0.926, 3.934], [-9.179, 1.530, 5.806], [-5.102, 0.330, 6.010], [-4.656, 2.016, 5.760], [-5.460, 0.081, 3.530], [-3.832, 0.685, 3.854], [-5.115, 1.793, 3.302], [-9.062, 1.759, 6.866], [-10.094, 0.957, 5.644], [-9.203, 2.442, 5.208], [1.170, 4.706, -8.253], [2.568, 4.390, -8.438], [3.316, 3.611, -7.474], [3.387, 5.767, -8.749], [3.319, 6.825, -7.800], [4.128, 6.511, -6.555], [2.773, 3.628, -10.028], [2.277, 7.051, -7.550], [3.736, 7.716, -8.280], [3.708, 5.659, -6.014], [4.141, 7.365, -5.872], [5.158, 6.249, -6.820], [2.246, 4.218, -10.780], [2.344, 2.625, -9.971], [3.838, 3.562, -10.256], [-10.176, -5.082, 1.043], [-8.808, -4.764, 1.382], [-7.818, -4.450, 0.373], [-8.216, -5.934, 2.353], [-8.229, -7.277, 1.883], [-7.180, -7.503, 0.809], [-8.809, -3.446, 2.571], [-9.227, -7.550, 1.526], [-8.005, -7.921, 2.739], [-7.400, -6.919, -0.089], [-7.139, -8.556, 0.519], [-6.192, -7.191, 1.164], [-9.523, -3.677, 3.362], [-9.106, -2.533, 2.051], [-7.800, -3.331, 2.973], [-1.798, -2.733, 12.755], [-0.499, -2.209, 12.403], [-0.223, -0.788, 12.375], [-0.028, -2.864, 10.984], [-0.868, -2.696, 9.848], [-0.815, -1.273, 9.320], [0.723, -2.979, 13.436], [-1.895, -2.994, 10.082], [-0.503, -3.376, 9.073], [-1.226, -0.566, 10.045], [-1.394, -1.178, 8.397], [0.220, -0.973, 9.126], [0.557, -4.057, 13.445], [0.606, -2.572, 14.443], [1.716, -2.737, 13.053], [4.954, 1.731, -11.331], [5.854, 0.646, -11.016], [7.248, 0.663, -11.407], [5.187, -0.758, -11.511], [4.832, -0.894, -12.883], [6.059, -1.055, -13.763], [5.784, 0.339, -9.269], [4.219, -0.047, -13.207], [4.213, -1.793, -12.969], [6.676, -0.152, -13.750], [5.771, -1.246, -14.800], [6.683, -1.880, -13.406], [4.740, 0.286, -8.955], [6.285, 1.170, -8.768], [6.307, -0.594, -9.051]], "lowdin_charge": [-0.10, -0.24, -0.23, -0.17, -0.15, -0.14, -0.04, 0.04, -0.19, -0.59, 0.56, -0.66, -0.17, 0.55, -0.47, 0.56, -0.32, -0.04, 0.04, -0.53, 0.02, -0.10, -0.12, -0.11, -0.05, 0.00, -0.08, -0.18, 0.00, -0.18, -0.01, -0.05, -0.28, -0.03, -0.01, 0.01, -0.24, -0.08, -0.09, -0.07, -0.10, -0.26, -0.03, -0.03, -0.27, 0.83, 0.09, 0.08, 0.07, 0.13, 0.12, 0.12, 0.12, 0.15, 0.13, 0.10, 0.12, 0.12, 0.07, 0.09, 0.08, 0.09, 0.08, 0.11, 0.10, 0.11, 0.09, 0.10, 0.10, 0.11, 0.16, 0.09, 0.10, 0.11, 0.11, 0.13, 0.13, 0.09, 0.08, 0.10, 0.13, 0.11, 0.14, -0.30, 0.62, -0.29, -0.26, -0.27, -0.08, -0.12, 0.11, 0.12, 0.07, 0.08, 0.09, 0.08, 0.08, 0.08, -0.29, 0.62, -0.30, -0.26, -0.28, -0.08, -0.12, 0.10, 0.12, 0.07, 0.03, 0.09, 0.08, 0.08, 0.08, -0.28, 0.62, -0.31, -0.26, -0.27, -0.08, -0.12, 0.12, 0.12, 0.06, 0.08, 0.09, 0.08, 0.08, 0.05, -0.28, 0.62, -0.30, -0.27, -0.28, -0.08, -0.12, 0.12, 0.12, 0.07, 0.08, 0.08, 0.08, 0.08, 0.07, -0.29, 0.62, -0.29, -0.27, -0.29, -0.08, -0.13, 0.12, 0.08, 0.07, 0.04, 0.09, 0.07, 0.08, 0.07, -0.29, 0.63, -0.28, -0.27, -0.28, -0.08, -0.12, 0.12, 0.12, 0.07, 0.08, 0.09, 0.07, 0.08, 0.08]}



[2]
{"formula": "C48H86N4O18", "method": "ωB97M-V with the def2-TZVPD basis set", "orbital_gap_ev": 8.99, "spin_multiplicity": 1, "energy_ha": -3453.18054, "fmax_ev_per_a": 4.30, "total_charge": 0, "e_lumo_ev": 0.03, "species": ["C", "N", "O", "O", "H", "H", "H", "C", "N", "O", "O", "H", "H", "H", "C", "N", "O", "O", "H", "H", "H", "C", "N", "O", "O", "H", "H", "H", "C", "O", "C", "C", "O", "C", "H", "H", "H", "H", "H", "H", "H", "H", "H", "H", "C", "O", "C", "C", "O", "C", "H", "H", "H", "H", "H", "H", "H", "H", "H", "H", "C", "O", "C", "C", "O", "C", "H", "H", "H", "H", "H", "H", "H", "H", "H", "H", "C", "O", "C", "C", "O", "C", "H", "H", "H", "H", "H", "H", "H", "H", "H", "H", "C", "O", "C", "C", "O", "C", "H", "H", "H", "H", "H", "H", "H", "H", "H", "H", "C", "C", "C", "C", "C", "C", "H", "H", "H", "H", "H", "H", "C", "C", "C", "C", "C", "C", "H", "H", "H", "H", "H", "H", "C", "C", "C", "C", "C", "C", "H", "H", "H", "H", "H", "H", "C", "C", "C", "C", "C", "C", "H", "H", "H", "H", "H", "H"], "positions_angstrom": [[0.635, 4.080, -1.596], [0.995, 5.119, -0.606], [0.219, 6.023, -0.521], [1.810, 4.903, 0.233], [0.183, 4.443, -2.519], [-0.198, 3.564, -1.119], [1.436, 3.382, -1.841], [-3.811, -1.756, 4.728], [-3.761, -0.431, 4.059], [-3.103, 0.476, 4.577], [-4.416, -0.171, 3.005], [-2.826, -1.899, 5.174], [-4.016, -2.505, 3.963], [-4.612, -1.745, 5.467], [-3.660, -6.197, 1.189], [-3.520, -4.883, 0.441], [-3.528, -5.021, -0.761], [-3.565, -3.828, 1.041], [-2.751, -6.368, 1.767], [-3.808, -7.028, 0.500], [-4.526, -6.092, 1.843], [-1.918, 5.969, 2.374], [-2.216, 4.544, 2.183], [-1.849, 4.036, 1.137], [-2.927, 3.961, 2.984], [-1.955, 6.372, 1.362], [-0.892, 6.118, 2.710], [-2.552, 6.475, 3.102], [0.075, 1.986, 4.620], [0.198, 3.374, 4.900], [0.993, 4.126, 4.010], [2.358, 3.516, 3.707], [2.933, 3.312, 5.031], [4.038, 2.462, 4.970], [-0.699, 1.530, 5.237], [0.974, 1.371, 4.663], [-0.266, 1.796, 3.602], [1.055, 5.129, 4.431], [0.449, 4.257, 3.075], [3.048, 4.217, 3.237], [2.255, 2.632, 3.078], [4.777, 2.679, 4.199], [3.635, 1.484, 4.708], [4.485, 2.382, 5.961], [-4.499, -0.954, -7.285], [-4.039, -1.542, -6.064], [-2.724, -1.204, -5.800], [-2.233, -1.802, -4.468], [-3.034, -1.344, -3.357], [-2.554, -1.995, -2.171], [-3.724, -0.819, -8.040], [-5.056, -0.024, -7.173], [-5.290, -1.613, -7.641], [-2.561, -0.128, -5.845], [-2.087, -1.668, -6.554], [-1.194, -1.494, -4.359], [-2.194, -2.887, -4.562], [-1.473, -1.861, -2.135], [-2.819, -3.048, -2.071], [-2.896, -1.463, -1.283], [5.975, -4.394, 4.961], [5.859, -4.542, 3.542], [5.025, -3.613, 2.901], [4.955, -3.930, 1.413], [4.186, -2.935, 0.830], [4.280, -2.876, -0.597], [5.144, -4.692, 5.600], [6.145, -3.332, 5.140], [6.898, -4.919, 5.207], [5.266, -2.556, 3.015], [4.051, -3.702, 3.381], [4.389, -4.861, 1.387], [5.945, -4.053, 0.973], [4.448, -3.865, -1.024], [5.135, -2.306, -0.962], [3.479, -2.203, -0.903], [-6.801, -0.035, -4.618], [-7.609, 0.755, -3.728], [-7.542, 0.678, -2.338], [-6.302, 1.353, -1.716], [-6.423, 1.572, -0.299], [-5.317, 2.344, 0.162], [-7.188, 0.112, -5.626], [-6.952, -1.078, -4.340], [-5.743, 0.197, -4.498], [-7.633, -0.321, -1.913], [-8.448, 1.198, -2.028], [-6.208, 2.382, -2.062], [-5.392, 0.794, -1.937], [-5.230, 3.223, -0.477], [-4.459, 1.682, 0.280], [-5.622, 2.741, 1.130], [7.115, -0.635, -1.099], [6.083, -0.056, -0.329], [6.260, -0.303, 1.065], [5.270, 0.487, 1.911], [5.478, 1.854, 1.953], [5.217, 2.640, 0.770], [6.761, -0.672, -2.129], [7.383, -1.621, -0.719], [8.035, -0.052, -1.121], [7.220, 0.074, 1.416], [6.222, -1.375, 1.255], [5.342, 0.147, 2.944], [4.239, 0.254, 1.648], [5.969, 2.454, 0.004], [5.128, 3.698, 1.016], [4.282, 2.315, 0.314], [0.526, -1.143, 0.496], [-0.709, -1.690, 0.797], [-1.733, -0.824, 1.194], [-1.514, 0.564, 1.226], [-0.269, 1.099, 0.905], [0.745, 0.240, 0.455], [1.331, -1.821, 0.254], [-0.896, -2.742, 0.642], [-2.623, -1.311, 1.562], [-2.379, 1.182, 1.416], [-0.167, 2.172, 0.978], [1.654, 0.785, 0.247], [-0.156, -7.063, 0.977], [0.163, -7.418, 2.295], [0.869, -6.686, 3.176], [1.437, -5.512, 2.741], [1.268, -5.084, 1.412], [0.416, -5.844, 0.575], [-0.819, -7.599, 0.313], [-0.261, -8.322, 2.707], [1.113, -7.068, 4.157], [1.924, -4.894, 3.481], [1.759, -4.190, 1.057], [0.419, -5.482, -0.443], [2.390, 2.651, -4.302], [1.778, 1.475, -3.772], [2.396, 0.807, -2.738], [3.633, 1.152, -2.315], [4.245, 2.301, -2.806], [3.553, 3.065, -3.739], [1.917, 3.335, -4.990], [0.749, 1.240, -3.999], [1.851, -0.057, -2.388], [4.066, 0.414, -1.655], [5.193, 2.598, -2.382], [3.824, 4.102, -3.870], [-2.994, 4.346, -4.399], [-2.992, 2.920, -4.388], [-2.692, 2.263, -3.268], [-2.567, 2.922, -2.062], [-2.524, 4.345, -2.061], [-2.697, 5.041, -3.239], [-3.209, 4.763, -5.371], [-3.076, 2.479, -5.371], [-2.661, 1.186, -3.334], [-2.466, 2.451, -1.095], [-2.399, 4.769, -1.076], [-2.534, 6.109, -3.250]], "lowdin_charge": [0.05, -0.45, 0.06, 0.07, 0.10, 0.07, 0.08, 0.05, -0.39, 0.05, 0.02, 0.10, 0.09, 0.10, 0.05, -0.42, 0.06, 0.06, 0.08, 0.10, 0.10, 0.05, -0.42, 0.02, 0.09, 0.10, 0.09, 0.11, -0.09, -0.16, -0.20, -0.17, -0.18, -0.13, 0.08, 0.08, 0.07, 0.13, 0.09, 0.13, 0.12, 0.07, 0.08, 0.09, -0.10, -0.17, -0.24, -0.19, -0.19, -0.09, 0.09, 0.07, 0.09, 0.11, 0.12, 0.11, 0.12, 0.08, 0.07, 0.08, -0.09, -0.18, -0.22, -0.22, -0.21, -0.07, 0.08, 0.08, 0.09, 0.11, 0.11, 0.12, 0.13, 0.10, 0.06, 0.08, -0.07, -0.20, -0.21, -0.19, -0.20, -0.10, 0.08, 0.09, 0.07, 0.12, 0.13, 0.12, 0.12, 0.08, 0.08, 0.09, -0.11, -0.22, -0.18, -0.23, -0.19, -0.06, 0.09, 0.08, 0.09, 0.13, 0.10, 0.12, 0.12, 0.07, 0.09, 0.07, -0.09, -0.10, -0.09, -0.08, -0.10, -0.07, 0.07, 0.09, 0.08, 0.08, 0.08, 0.09, -0.08, -0.13, -0.11, -0.08, -0.06, -0.09, 0.10, 0.10, 0.11, 0.09, 0.08, 0.10, -0.10, -0.08, -0.13, -0.10, -0.06, -0.12, 0.10, 0.10, 0.10, 0.09, 0.10, 0.11, -0.07, -0.10, -0.11, -0.08, -0.11, -0.10, 0.10, 0.09, 0.09, 0.08, 0.08, 0.10]}